Molecular formula: C47H46NO4SiTeV
Method: DFT, the ωB97M-V functional and the def2-TZVPD basis

The calculation puts the energy at -100029.0763 eV. The spin multiplicity is 4. The value obtained for the energy above the lowest of the compared OMol25 structures with the same formula, charge and spin is 0.0 kcal/mol. The net charge is -1. The molar mass comes out at 895.52 g mol⁻¹. Its HOMO energy (alpha / beta) is -3.5 / -4.8 eV. For the HOMO-LUMO gap (alpha / beta), the calculation gives 5.8 / 7.0 eV.

CARTESIAN COORDINATES (ANGSTROEM)
V: -0.43 -0.15 0.21
C: 5.76 -2.92 -1.08
C: 4.40 -2.29 -1.16
C: 3.81 -1.99 -2.38
C: 2.55 -1.39 -2.48
C: 2.00 -1.07 -3.82
O: 1.40 -0.05 -4.09
C: 2.24 -2.07 -4.93
C: 2.30 -1.60 -6.24
C: 2.46 -2.49 -7.30
C: 2.54 -3.85 -7.05
C: 2.47 -4.33 -5.75
C: 2.33 -3.44 -4.69
C: 1.83 -1.06 -1.31
O: 0.65 -0.48 -1.36
C: 2.41 -1.42 -0.06
C: 3.66 -2.01 -0.01
C: 1.62 -1.14 1.16
N: 0.35 -1.65 1.27
C: 0.11 -2.95 0.63
C: -1.18 -3.55 1.14
Te: -1.67 -5.37 0.11
C: -1.99 -4.43 -1.76
C: -0.97 -4.33 -2.69
C: -1.18 -3.69 -3.91
C: -2.43 -3.15 -4.19
C: -3.45 -3.24 -3.26
C: -3.24 -3.88 -2.05
C: 2.10 -0.23 2.17
C: 1.42 -0.07 3.39
C: 1.88 0.78 4.37
C: 3.05 1.51 4.18
C: 3.74 1.38 2.98
C: 3.28 0.53 1.98
H: 6.21 -3.03 -2.07
H: 5.71 -3.92 -0.63
H: 6.44 -2.33 -0.47
H: 4.35 -2.22 -3.29
H: 2.20 -0.54 -6.41
H: 2.51 -2.11 -8.31
H: 2.65 -4.54 -7.88
H: 2.51 -5.39 -5.56
H: 2.27 -3.80 -3.68
H: 4.08 -2.25 0.96
H: 0.95 -3.62 0.85
H: 0.06 -2.87 -0.46
H: -2.02 -2.87 1.00
H: -1.11 -3.82 2.20
H: 0.01 -4.75 -2.47
H: -0.38 -3.60 -4.62
H: -2.59 -2.63 -5.13
H: -4.42 -2.80 -3.47
H: -4.03 -3.92 -1.32
H: 0.51 -0.65 3.54
H: 1.31 0.89 5.28
H: 3.41 2.18 4.95
H: 4.65 1.95 2.81
H: 3.82 0.46 1.05
C: -2.54 0.06 -2.03
C: -2.28 -0.60 -0.68
O: -3.17 -1.24 -0.15
H: -3.56 -0.15 -2.37
H: -1.80 -0.30 -2.75
H: -2.39 1.14 -1.94
C: 1.19 3.82 1.96
C: -0.21 4.17 1.43
C: -0.62 5.56 1.92
C: -0.15 4.20 -0.10
Si: -1.39 2.76 1.90
O: -1.01 1.46 1.03
C: -3.18 3.24 1.54
C: -3.92 2.49 0.63
C: -5.25 2.79 0.36
C: -5.87 3.85 1.01
C: -5.15 4.61 1.93
C: -3.83 4.30 2.19
C: -1.33 2.32 3.74
C: -0.94 3.18 4.76
C: -0.95 2.78 6.09
C: -1.36 1.49 6.43
C: -1.76 0.62 5.42
C: -1.74 1.03 4.10
H: 1.93 4.53 1.58
H: 1.49 2.82 1.66
H: 1.23 3.85 3.05
H: 0.16 6.29 1.64
H: -0.74 5.62 3.00
H: -1.55 5.89 1.46
H: 0.53 5.00 -0.44
H: -1.14 4.41 -0.54
H: 0.20 3.26 -0.51
H: -3.46 1.65 0.14
H: -5.81 2.19 -0.35
H: -6.91 4.09 0.80
H: -5.63 5.43 2.45
H: -3.29 4.89 2.93
H: -0.60 4.18 4.53
H: -0.63 3.46 6.87
H: -1.37 1.17 7.46
H: -2.08 -0.38 5.67
H: -2.04 0.33 3.32

Here are the Löwdin charges for atoms 1 to 4, given in e:
1. V 0.97
2. C -0.06
3. C -0.27
4. C -0.01